Entry from the OMol25 dataset: a structure of composition C21H45IrN2P3SSe at a distorted geometry (ωB97M-V/def2-TZVPD).

The spin multiplicity is 5. As for the HOMO-LUMO gap (spin up / spin down): 6.72 / 4.39 eV. As for the total energy: -4863.6379 Eh. As for the net charge: +3.

Atoms and positions in Å:
Ir: 0.661 0.074 0.143
P: -1.571 -0.349 0.135
P: 1.125 -1.962 0.972
P: 0.615 1.381 -1.685
H: 5.332 -1.281 -0.851
C: 5.301 -0.185 -0.866
C: 4.488 0.561 -0.118
H: 3.538 0.157 0.205
C: -2.466 -1.444 -1.029
C: -2.447 -0.982 1.640
C: -2.678 1.104 -0.124
C: 2.903 -2.231 1.010
C: 0.709 -1.566 2.709
C: 0.380 -3.560 0.563
C: 2.350 1.692 -2.065
C: 0.071 2.966 -0.944
C: -0.223 1.107 -3.279
H: 6.109 0.308 -1.434
H: 4.849 1.526 0.265
H: -3.499 -1.528 -0.669
H: -2.028 -2.446 -1.063
H: -2.494 -1.031 -2.042
H: -3.520 -0.820 1.460
H: -2.181 -0.417 2.538
H: -2.281 -2.056 1.793
H: -3.697 0.743 0.068
H: -2.632 1.451 -1.162
H: -2.470 1.916 0.584
H: 3.117 -2.975 1.786
H: 3.410 -1.297 1.271
H: 3.270 -2.581 0.036
H: 0.305 -2.450 3.213
H: -0.038 -0.756 2.760
H: 1.614 -1.204 3.213
H: 0.937 -4.318 1.130
H: 0.491 -3.779 -0.507
H: -0.682 -3.640 0.828
H: 2.390 2.530 -2.766
H: 2.815 0.804 -2.512
H: 2.891 1.944 -1.146
H: 0.265 3.760 -1.670
H: 0.652 3.171 -0.025
H: -0.993 2.952 -0.681
H: 0.149 1.868 -3.979
H: -1.317 1.206 -3.218
H: 0.006 0.116 -3.697
C: 1.842 -2.913 -3.958
C: 2.593 -2.177 -3.019
C: 3.810 -1.629 -3.399
C: 4.380 -1.977 -4.621
C: 3.735 -2.879 -5.464
C: 2.523 -3.454 -5.063
Se: -0.018 -3.139 -3.630
H: -0.518 -2.231 -4.714
H: 2.191 -1.960 -2.032
H: 4.336 -0.937 -2.746
H: 5.323 -1.529 -4.917
H: 4.180 -3.110 -6.434
H: 2.117 -4.294 -5.634
S: 0.755 1.724 1.837
C: -0.776 1.903 2.672
N: -1.124 1.065 3.675
C: -2.114 1.422 4.680
C: -3.279 2.052 3.944
C: -2.807 3.284 3.193
N: -1.586 2.957 2.442
H: -0.417 0.412 3.966
H: -1.659 2.143 5.371
H: -2.410 0.525 5.237
H: -4.046 2.342 4.664
H: -3.747 1.334 3.251
H: -2.587 4.092 3.911
H: -3.568 3.654 2.490
H: -1.346 3.558 1.663

Here are the Mulliken charges for atoms 1 to 4, given in e: Ir 1.283; P 0.482; P 0.881; P 0.891

***

Entry from the OMol25 dataset: the molecule C21H45N3 (ωB97M-V/def2-TZVPD).

Its SMILES is CCCC[C@@H](CN[C@H](C)CNC)NC[C@H]1CC[C@H](C(C)(C)C)CC1. As for the HOMO-LUMO gap: 8.95 eV. As for the total energy: -991.4334 Eh. As for the net charge: 0.

Atoms and positions in Å:
C: -4.787 -5.150 0.625
C: -4.860 -3.673 0.992
C: -3.929 -2.829 0.125
C: -3.997 -1.347 0.479
H: -5.003 -0.967 0.287
H: -3.788 -1.219 1.543
C: -2.979 -0.527 -0.326
N: -1.648 -1.019 -0.020
H: -1.360 -0.650 0.880
C: -0.628 -0.732 -1.015
C: 0.759 -1.130 -0.503
C: 1.306 -0.103 0.488
C: 2.701 -0.490 0.972
H: 3.038 0.252 1.697
H: 2.642 -1.456 1.476
C: 3.680 -0.581 -0.203
C: 3.142 -1.635 -1.176
C: 1.743 -1.263 -1.664
H: 1.787 -0.315 -2.205
H: 1.388 -2.026 -2.361
H: 3.796 -1.724 -2.044
H: 3.099 -2.607 -0.681
H: 3.661 0.385 -0.725
C: 5.151 -0.814 0.232
C: 6.049 -0.955 -1.005
H: 7.096 -0.912 -0.711
H: 5.886 -1.904 -1.507
H: 5.862 -0.149 -1.712
C: 5.315 -2.065 1.098
H: 4.788 -1.961 2.042
H: 6.369 -2.224 1.317
H: 4.941 -2.948 0.585
C: 5.651 0.402 1.025
H: 6.708 0.287 1.256
H: 5.526 1.315 0.447
H: 5.118 0.512 1.965
H: 0.640 -0.016 1.350
H: 1.346 0.875 0.002
H: 0.670 -2.098 0.000
H: -0.618 0.328 -1.307
H: -0.874 -1.328 -1.901
C: -3.163 0.974 -0.031
N: -2.383 1.795 -0.937
H: -2.753 1.691 -1.876
C: -2.321 3.208 -0.588
C: -2.089 4.046 -1.840
H: -1.899 5.076 -1.553
H: -2.958 4.012 -2.495
H: -1.225 3.667 -2.379
C: -1.169 3.428 0.403
N: -1.121 4.808 0.844
H: -2.011 5.055 1.270
C: -0.049 5.060 1.783
H: -0.086 6.103 2.093
H: -0.089 4.422 2.680
H: 0.902 4.880 1.281
H: -1.270 2.723 1.248
H: -0.226 3.202 -0.102
H: -3.262 3.540 -0.107
H: -2.820 1.170 0.990
H: -4.240 1.227 -0.067
H: -3.153 -0.700 -1.395
H: -4.197 -2.960 -0.926
H: -2.899 -3.164 0.250
H: -5.887 -3.320 0.873
H: -4.587 -3.547 2.042
H: -3.774 -5.523 0.753
H: -5.452 -5.737 1.255
H: -5.077 -5.300 -0.413

Here are the Mulliken charges for atoms 1 to 4, given in e: C -1.298; C -0.282; C -0.502; C -1.271

***

Entry from the OMol25 dataset: a structure of composition C21H46AlNOP3S at a distorted geometry (ωB97M-V/def2-TZVPD).

As for the HOMO-LUMO gap: 5.45 eV. As for the total energy: -2621.5031 Eh. As for the net charge: +3.

Atoms and positions in Å:
Al: 0.089 0.690 0.245
P: 1.944 1.715 1.433
P: -1.837 2.007 0.522
P: 0.715 1.840 -2.059
H: -0.772 -3.508 1.878
C: -0.842 -3.890 0.810
C: 0.254 -4.309 0.142
H: 1.151 -4.765 0.615
C: 2.322 1.110 3.117
C: 1.790 3.500 1.821
C: 3.544 1.468 0.588
C: -3.502 1.318 0.191
C: -1.685 2.285 2.340
C: -1.816 3.690 -0.185
C: 2.168 1.057 -2.844
C: 1.463 3.460 -1.593
C: -0.361 2.351 -3.447
H: -1.856 -3.873 0.396
H: 0.288 -4.187 -0.960
H: 2.948 0.210 3.067
H: 1.412 0.884 3.691
H: 2.897 1.921 3.593
H: 0.739 3.724 2.066
H: 2.102 4.113 0.963
H: 2.438 3.686 2.695
H: 3.515 0.547 -0.022
H: 4.302 1.366 1.385
H: 3.782 2.330 -0.061
H: -4.296 2.069 0.354
H: -3.680 0.441 0.834
H: -3.536 0.963 -0.852
H: -1.718 3.364 2.560
H: -0.729 1.893 2.737
H: -2.491 1.770 2.876
H: -2.566 4.319 0.315
H: -2.024 3.655 -1.263
H: -0.828 4.146 -0.047
H: 2.338 1.529 -3.815
H: 2.023 -0.012 -2.997
H: 3.067 1.196 -2.241
H: 1.701 4.043 -2.498
H: 2.382 3.320 -1.003
H: 0.769 4.057 -0.986
H: -0.226 1.650 -4.293
H: -0.138 3.389 -3.811
H: -1.429 2.350 -3.166
C: -0.991 -2.242 -3.528
C: -1.995 -2.394 -4.519
C: -1.806 -3.213 -5.626
C: -0.635 -3.980 -5.712
C: 0.243 -4.047 -4.624
C: 0.032 -3.199 -3.524
S: -1.024 -0.874 -2.414
H: -0.493 -1.322 -1.175
H: -2.901 -1.792 -4.416
H: -2.553 -3.231 -6.429
H: -0.408 -4.521 -6.633
H: 1.105 -4.732 -4.633
H: 0.712 -3.243 -2.680
C: -0.096 -2.216 4.861
N: 0.066 -1.898 3.430
C: 1.273 -2.364 2.757
C: -0.758 -1.055 2.809
C: -2.150 -0.933 3.307
O: -0.338 -0.438 1.732
H: 0.847 -2.646 5.218
H: -0.870 -2.972 5.056
H: -0.321 -1.304 5.433
H: 2.136 -1.705 3.024
H: 1.464 -3.388 3.161
H: 1.179 -2.406 1.660
H: -2.206 -0.417 4.291
H: -2.785 -0.408 2.595
H: -2.538 -1.948 3.489

Here are the Mulliken charges for atoms 1 to 4, given in e: Al 0.311; P 1.484; P 1.449; P 0.812

***

Energy relative to the best compared isomer or geometry (same formula, charge and spin) for the records above, in order: 121.81 14.58 290.88 kJ/mol
Molecular weight for the records above, in order: 721.8 339.6 480.6 g mol⁻¹